# 1
C28H38N7O5P | ωB97M-V/def2-TZVPD

As for the net charge: -2. As for the HOMO energy: -2.618 eV. Its lowest unoccupied orbital energy is 4.65 eV. For the calculated total energy, the calculation gives -59602.6152 eV.

Each line ends with the Löwdin charge.
Positions of all 79 atoms, in Å:
O1 0.87178 0.35025 -0.20420  0.186
H1 1.27778 1.28125 -0.25220  0.102
H2 0.10678 0.75525 -0.52620  -0.009
H3 0.81378 0.19725 0.75680  0.081
P1 -1.53222 1.84425 0.98480  -0.019
O2 -0.78022 3.07925 1.37680  -0.346
O3 -0.89022 0.46125 1.56080  -0.415
O4 -1.24622 1.53425 -0.42120  -0.359
O5 -2.97922 1.92625 1.30380  -0.346
N1 -1.73322 2.94325 -2.61220  0.013
C1 -1.55022 4.29825 -2.53820  -0.182
C2 -1.97022 4.80525 -3.67620  -0.105
C3 -2.56222 3.57625 -4.50820  -0.118
C4 -2.40022 2.50925 -3.74820  -0.172
H4 -1.53822 2.39125 -1.82520  0.035
H5 -1.15722 4.87425 -1.75520  0.104
H6 -2.00022 5.77825 -4.18620  0.067
H7 -2.94722 3.80025 -5.60320  0.098
H8 -2.72222 1.37025 -3.74320  0.146
N2 1.60078 -2.41575 -2.02720  0.066
C5 2.02078 -3.56475 -2.71720  -0.222
C6 3.03578 -4.18075 -2.26520  -0.144
C7 3.48078 -3.46675 -0.99920  -0.066
C8 2.71178 -2.23475 -1.00720  -0.063
H9 0.77178 -1.86275 -2.05720  0.066
H10 1.41578 -3.96275 -3.56820  0.123
H11 3.60678 -4.93075 -2.48420  0.022
H12 4.21678 -3.63775 -0.15720  0.079
H13 2.65678 -1.38375 -0.21720  0.088
N3 1.27278 -0.38575 2.48580  -0.025
C9 1.84878 -1.57475 2.20080  -0.158
C10 3.23678 -1.41375 2.17780  -0.094
C11 3.45378 -0.02575 2.73380  -0.092
C12 2.21478 0.61125 2.66180  -0.173
H14 0.18478 -0.13675 2.21080  0.082
H15 1.29178 -2.35475 1.99380  0.057
H16 4.05778 -2.16175 1.87280  0.093
H17 4.25678 0.57425 3.02880  0.049
H18 2.04178 1.67825 2.99580  0.123
N4 -1.25822 -0.05275 3.98480  -0.008
C13 -0.64922 0.84925 4.83780  -0.134
C14 -1.20322 0.57025 6.04380  -0.138
C15 -1.98122 -0.67175 5.87380  -0.159
C16 -1.98522 -0.98875 4.59780  -0.197
H19 -1.18622 0.12425 2.91180  0.049
H20 0.02578 1.75425 4.58080  0.134
H21 -1.23122 1.23525 6.84180  0.042
H22 -2.45222 -1.29375 6.69280  0.085
H23 -2.31222 -1.88775 4.00780  0.118
N5 -1.38122 -0.13675 -2.23120  -0.007
C17 -2.32622 -1.14275 -2.27720  -0.109
C18 -1.99122 -2.03975 -3.35220  -0.053
C19 -0.77922 -1.41175 -4.09420  -0.060
C20 -0.49622 -0.23975 -3.34020  -0.132
H24 -1.43522 0.47225 -1.44820  0.009
H25 -2.88322 -1.17375 -1.40420  0.082
H26 -2.33422 -3.07375 -3.48720  0.064
H27 -0.19022 -1.61275 -4.76620  -0.033
H28 0.18778 0.61225 -3.23520  0.109
N6 1.58478 2.92625 0.18980  0.020
C21 1.56378 2.97825 -1.21520  -0.133
C22 2.80578 2.59425 -1.70220  -0.076
C23 3.55178 2.42925 -0.45920  -0.140
C24 2.86778 2.85225 0.59780  -0.164
H29 0.80078 2.92725 0.77680  0.033
H30 0.70578 3.16525 -1.92920  0.119
H31 2.95078 2.30025 -2.76720  0.104
H32 4.58378 2.08625 -0.56120  0.090
H33 3.32278 2.94525 1.57480  0.113
N7 -1.75322 -1.79175 0.98780  0.008
C25 -2.99322 -2.23875 1.32280  -0.156
C26 -3.04822 -3.59875 0.80780  -0.092
C27 -1.70422 -3.85675 0.16880  -0.089
C28 -1.02922 -2.70675 0.25880  -0.172
H34 -1.46422 -0.69775 1.05380  0.079
H35 -3.79122 -1.69975 1.90080  0.120
H36 -3.88422 -4.26775 1.22280  0.075
H37 -1.42822 -4.74375 -0.04520  0.004
H38 -0.21822 -2.44075 -0.16520  0.021



# 2
C28H39MoN2OPS4 | ωB97M-V/def2-TZVPD

As for the expectation value of S²: 2.017. As for the net charge: +2. As for the HOMO energy (spin up / spin down): -13.015 / -13.840 eV. Its lowest unoccupied orbital energy (spin up / spin down) is -5.97 / -7.79 eV. The multiplicity is 3. For the calculated total energy, the calculation gives -89171.2758 eV.

Each line ends with the Löwdin charge.
Positions of all 76 atoms, in Å:
Mo1 -0.42049 0.08584 0.78882  1.008
C1 -0.90520 3.25643 -1.24069  -0.018
C2 -1.35790 2.24175 -0.22467  -0.223
C3 -2.32448 1.27564 -0.52123  -0.205
C4 -3.03938 1.24721 -1.84043  0.006
C5 -2.73963 0.35888 0.49824  -0.289
C6 -3.74260 -0.71801 0.17193  -0.017
C7 -2.49536 0.66485 1.86365  -0.286
C8 -3.17898 -0.10480 2.96469  -0.028
C9 -1.71012 1.78227 2.17489  -0.269
C10 -1.71111 2.34292 3.56876  -0.016
C11 -0.94996 2.40586 1.13525  -0.314
C12 0.01760 3.50823 1.49812  -0.050
H1 -0.89575 2.86880 -2.25496  0.074
H2 0.08471 3.64481 -1.02361  0.073
H3 -1.59607 4.10441 -1.22166  0.124
H4 -4.07368 1.55567 -1.65559  0.124
H5 -3.07423 0.25882 -2.28927  0.083
H6 -2.61580 1.92941 -2.56732  0.083
H7 -3.70569 -1.01364 -0.87231  0.076
H8 -4.75097 -0.35006 0.37832  0.121
H9 -3.59656 -1.60879 0.77890  0.079
H10 -4.17489 0.31006 3.15189  0.120
H11 -2.61145 -0.05396 3.88994  0.090
H12 -3.29965 -1.15042 2.71617  0.063
H13 -1.63013 3.42899 3.52871  0.104
H14 -0.88396 1.97621 4.18116  0.077
H15 -2.64033 2.09191 4.07351  0.096
H16 -0.47153 4.48106 1.39918  0.119
H17 0.88994 3.50994 0.84762  0.086
H18 0.37152 3.41430 2.51995  0.062
O1 2.19799 -2.62424 6.70573  0.045
C13 1.74197 -2.15580 5.72058  -0.916
S1 0.65929 -3.07241 4.60140  1.058
C14 0.44585 -1.78721 3.48635  -1.084
C15 1.08056 -0.57256 3.76130  -1.074
S2 0.94296 0.75013 2.73812  0.758
S3 2.04274 -0.46286 5.19301  1.048
S4 -0.49497 -2.02251 2.09017  0.697
N1 -1.48766 -3.11272 -2.02327  0.171
C16 -1.29661 -2.55727 -0.82110  -0.200
N2 -0.85115 -1.31294 -0.90686  -0.052
C17 -0.72448 -1.06449 -2.29679  -0.230
C18 -0.30733 0.06762 -2.99278  -0.081
C19 -0.31569 0.02177 -4.36909  -0.037
C20 -0.73259 -1.12886 -5.06534  -0.040
C21 -1.14774 -2.25694 -4.39208  0.018
C22 -1.13302 -2.18848 -3.00017  -0.170
H19 -1.81658 -4.05118 -2.17807  0.181
H20 -1.51815 -3.09250 0.08828  0.087
H21 0.01901 0.95261 -2.46564  0.073
H22 0.00525 0.89086 -4.93322  0.123
H23 -0.72269 -1.12700 -6.14960  0.122
H24 -1.47326 -3.14931 -4.91830  0.129
C23 2.41402 1.62508 -1.84224  -0.113
C24 2.41170 0.09766 -1.74922  -0.383
P1 1.96194 -0.48579 -0.08073  0.915
C25 3.39130 0.10962 0.91128  -0.417
C26 4.77838 -0.10231 0.30084  -0.110
C27 2.18357 -2.31356 -0.11353  -0.375
C28 3.03850 -2.87912 -1.25172  -0.117
H25 2.68139 1.94904 -2.84873  0.096
H26 3.13517 2.07265 -1.15188  0.078
H27 1.43145 2.04242 -1.60600  0.029
H28 3.39811 -0.30216 -1.96720  0.079
H29 1.73039 -0.34216 -2.47058  0.050
H30 3.32979 -0.41056 1.86387  0.057
H31 3.23026 1.16221 1.13181  0.058
H32 4.99841 -1.15670 0.13185  0.070
H33 5.52910 0.27532 0.99504  0.089
H34 4.91054 0.43514 -0.64130  0.073
H35 1.19874 -2.76603 -0.13988  0.025
H36 2.60418 -2.57366 0.85902  0.088
H37 2.57536 -2.71034 -2.22497  0.075
H38 3.14310 -3.95738 -1.11741  0.088
H39 4.04298 -2.45768 -1.27887  0.063



# 3
C28H40AlN7O3S | ωB97M-V/def2-TZVPD

As for the net charge: +2. As for the HOMO energy: -12.807 eV. Its lowest unoccupied orbital energy is -4.63 eV. For the calculated total energy, the calculation gives -63680.7719 eV.

Each line ends with the Löwdin charge.
Positions of all 80 atoms, in Å:
Al1 -0.08646 -0.11436 -0.00478  0.143
C1 2.52776 -0.86859 1.33810  -0.141
C2 1.75459 -0.32351 2.52021  -0.141
N1 0.30694 -0.15348 2.22493  -0.050
C3 -0.17302 1.00393 3.01674  -0.207
C4 0.15904 2.34835 2.35378  -0.362
S1 0.40283 2.30774 0.55130  1.041
C5 2.22219 2.18413 0.42994  -0.358
C6 2.67207 0.95840 -0.35250  -0.207
N2 2.01513 -0.29502 0.08244  -0.090
H1 3.59157 -0.65123 1.45957  0.141
H2 2.41290 -1.94938 1.26227  0.105
H3 1.89194 -0.96301 3.39398  0.144
H4 2.13909 0.65665 2.79691  0.111
H5 -0.20046 -0.97428 2.54898  0.125
H6 -1.24153 0.91371 3.15945  0.071
H7 0.28387 0.98636 4.00981  0.140
H8 -0.65124 3.05158 2.53856  0.084
H9 1.06039 2.79942 2.76592  0.088
H10 2.57984 3.07860 -0.07729  0.099
H11 2.62447 2.20295 1.44020  0.081
H12 2.43076 1.09734 -1.40484  0.110
H13 3.75811 0.86173 -0.26777  0.142
H14 2.18654 -0.98905 -0.63686  0.103
C7 -7.60362 -1.55613 -0.43554  -0.049
O1 -6.40009 -0.80279 -0.57016  -0.089
C8 -6.37415 0.18509 -1.50747  -0.215
C9 -7.41689 0.50670 -2.36313  0.003
C10 -7.27312 1.55841 -3.26091  -0.053
C11 -6.10781 2.30254 -3.29777  -0.068
C12 -5.06594 1.99402 -2.43373  -0.026
C13 -5.18421 0.92593 -1.56041  -0.154
N3 -4.17897 0.56089 -0.62381  0.169
C14 -2.86170 0.39941 -0.84928  -0.294
N4 -2.46605 0.49630 -2.11585  0.181
C15 -1.21474 0.25137 -2.72068  -0.151
C16 -0.05781 -0.06737 -2.02068  -0.120
C17 1.03710 -0.41423 -2.84422  -0.125
C18 0.98770 -0.40219 -4.22368  -0.058
C19 -0.17514 -0.02374 -4.88414  0.006
C20 -1.28277 0.30555 -4.13064  -0.210
O2 -2.49088 0.67626 -4.63392  -0.096
C21 -2.66343 0.68173 -6.05117  -0.033
N5 -2.02813 0.13511 0.17410  0.097
C22 -2.65896 0.29437 1.45538  -0.244
C23 -3.00377 1.57454 1.88698  -0.050
C24 -3.55088 1.79512 3.13803  -0.054
C25 -3.75304 0.71493 3.98484  -0.042
C26 -3.42855 -0.56897 3.57416  0.005
C27 -2.89755 -0.78983 2.30411  -0.233
O3 -2.54483 -2.04163 1.85825  -0.137
C28 -3.11630 -3.16939 2.53166  -0.034
H15 -7.42744 -2.26336 0.36895  0.094
H16 -7.82438 -2.09843 -1.35586  0.102
H17 -8.43979 -0.90573 -0.17549  0.103
H18 -8.33802 -0.05324 -2.33963  0.113
H19 -8.09107 1.80028 -3.92407  0.117
H20 -6.00931 3.13368 -3.97951  0.113
H21 -4.17123 2.60212 -2.43534  0.126
H22 -4.53763 0.21931 0.25706  0.150
H23 -3.21339 0.61021 -2.79307  0.126
H24 1.98854 -0.71782 -2.42698  0.084
H25 1.85865 -0.68174 -4.79891  0.117
H26 -0.20738 0.00207 -5.96146  0.116
H27 -2.53561 -0.32271 -6.45680  0.105
H28 -1.95782 1.36897 -6.51901  0.102
H29 -3.68002 1.01915 -6.22702  0.099
H30 -2.83079 2.40382 1.21203  0.135
H31 -3.81123 2.79488 3.45147  0.122
H32 -4.17369 0.86520 4.96886  0.122
H33 -3.59523 -1.39453 4.24712  0.116
H34 -2.88631 -4.03571 1.91752  0.100
H35 -4.19663 -3.05732 2.61028  0.108
H36 -2.68037 -3.29854 3.52202  0.100
N6 0.71711 -3.16068 0.15529  0.033
N7 -0.34675 -2.18474 -0.03683  -0.001
H37 0.54416 -3.96089 -0.44977  0.102
H38 0.65577 -3.51011 1.10790  0.093
H39 -1.20045 -2.42223 0.47868  0.088
H40 -0.59588 -2.20328 -1.02563  0.115